Entry w
A structure of composition C44H45BrCl2FeN4O4PS3Te. Source: the Open Molecules 2025 dataset; level of theory: ωB97M-V/def2-TZVPD.

## Properties
HOMO-LUMO gap (spin up / spin down) = 7.136 / 5.750 eV
Molecular weight = 1155.30 g mol⁻¹

ORCA input file:
```
! RIJCOSX wB97M-V def2-TZVPD def2/J DEFGRID3
* xyz 0 6
Fe 0.34 0.14 -1.48
Cl -2.97 -3.38 -7.47
C -2.09 -2.32 -6.46
C -1.05 -1.45 -6.90
C -0.28 -0.72 -6.02
Cl 1.09 0.19 -6.54
C -0.55 -0.74 -4.60
O 0.34 -0.29 -3.74
C -1.74 -1.48 -4.18
C -2.15 -1.54 -2.82
O -1.58 -0.95 -1.83
C -2.46 -2.26 -5.10
H -0.86 -1.41 -7.96
H -3.05 -2.14 -2.57
H -3.30 -2.88 -4.77
Te 1.04 2.38 -4.08
C 1.39 4.43 -4.02
C 0.30 5.29 -4.19
C 0.63 6.61 -4.48
C 2.01 6.78 -4.40
S 2.89 5.38 -3.97
H -0.72 4.86 -4.21
H -0.03 7.44 -4.76
H 2.54 7.72 -4.57
C -6.84 -0.36 2.27
C -5.61 -0.06 3.13
N -4.41 0.17 2.29
C -3.46 -0.94 2.22
C -3.80 -1.99 1.17
C -4.35 1.43 1.71
O -5.25 2.22 1.87
C -3.19 1.85 0.79
C -3.10 3.26 0.57
C -2.13 3.77 -0.28
C -1.24 2.86 -0.87
N -1.31 1.53 -0.72
C -2.28 1.04 0.09
H -7.75 -0.51 2.89
H -6.65 -1.26 1.68
H -7.00 0.51 1.62
H -5.33 -0.86 3.83
H -5.76 0.87 3.68
H -3.46 -1.35 3.22
H -2.49 -0.48 2.03
H -4.58 -2.66 1.56
H -2.92 -2.57 0.96
H -4.11 -1.52 0.24
H -3.79 3.90 1.07
H -2.04 4.82 -0.50
H -0.46 3.22 -1.51
H -2.40 -0.06 0.11
Br 6.52 -2.23 -3.03
C 4.87 -1.48 -2.63
C 4.74 -0.33 -1.85
C 3.50 0.00 -1.34
N 2.39 -0.60 -1.77
C 2.47 -1.67 -2.55
C 3.69 -2.12 -3.04
H 5.58 0.35 -1.68
H 3.38 0.77 -0.60
H 1.54 -2.17 -2.83
H 3.74 -2.94 -3.74
O 1.41 1.40 -0.27
C 1.65 2.38 0.46
C 2.63 3.44 -0.01
C 3.64 3.95 1.07
C 4.13 2.95 2.14
C 3.09 2.57 3.22
C 1.80 1.84 2.79
N 1.13 2.54 1.69
H 2.05 4.29 -0.42
H 3.16 3.06 -0.86
H 3.22 4.83 1.57
H 4.53 4.28 0.52
H 5.01 3.33 2.66
H 4.48 2.08 1.59
H 2.71 3.47 3.74
H 3.60 1.97 3.99
H 1.08 1.80 3.64
H 1.97 0.79 2.45
H 0.86 3.49 1.96
S 3.24 -1.56 1.78
P 1.41 -2.31 1.74
S 0.03 -1.60 0.43
C 1.51 -4.06 1.42
C 0.88 -4.63 0.30
C 0.96 -6.01 0.14
C 1.64 -6.80 1.05
C 2.34 -6.22 2.08
C 2.28 -4.84 2.29
C 0.67 -2.09 3.36
C -0.55 -2.74 3.60
C -1.20 -2.60 4.83
C -0.69 -1.77 5.79
C 0.52 -1.13 5.56
C 1.22 -1.35 4.36
H 0.41 -4.01 -0.43
H 0.55 -6.42 -0.79
H 1.69 -7.88 0.88
H 3.00 -6.79 2.73
H 2.77 -4.36 3.13
H -0.99 -3.33 2.81
H -2.18 -3.10 4.93
H -1.28 -1.61 6.69
H 0.97 -0.45 6.29
H 2.21 -0.84 4.20
*
```



Entry x
A structure of composition C44H45BrCl2FeN4O4PS3Te. Source: the Open Molecules 2025 dataset; level of theory: ωB97M-V/def2-TZVPD.

## Properties
HOMO-LUMO gap (spin up / spin down) = 4.838 / 4.485 eV
Molecular weight = 1155.30 g mol⁻¹

ORCA input file:
```
! RIJCOSX wB97M-V def2-TZVPD def2/J DEFGRID3
* xyz 0 6
Fe -2.16 -0.21 -0.67
Cl -9.35 -1.20 -0.36
C -7.75 -0.72 -0.21
C -7.31 0.11 0.82
C -5.98 0.53 0.97
Cl -5.78 1.81 2.04
C -4.94 -0.11 0.20
O -3.69 0.20 0.43
C -5.37 -1.07 -0.86
C -4.44 -1.78 -1.66
O -3.18 -1.65 -1.79
C -6.77 -1.29 -1.08
H -8.09 0.51 1.49
H -4.99 -2.55 -2.31
H -7.16 -1.89 -1.92
Te -3.00 -0.18 3.90
C -2.09 -1.33 5.37
C -0.78 -0.88 5.71
C -0.20 -1.63 6.76
C -0.96 -2.75 7.10
S -2.48 -2.77 6.28
H -0.38 0.06 5.33
H 0.80 -1.48 7.15
H -0.70 -3.54 7.83
C 3.92 1.75 -5.03
C 3.40 0.32 -5.25
N 2.13 0.04 -4.54
C 2.03 -1.34 -4.14
C 3.02 -1.70 -3.04
C 1.09 0.81 -5.03
O 1.19 1.61 -6.00
C -0.17 0.89 -4.28
C -1.23 1.50 -4.97
C -2.40 1.88 -4.32
C -2.53 1.45 -2.99
N -1.59 0.72 -2.37
C -0.39 0.48 -2.95
H 5.02 1.77 -5.12
H 3.67 2.14 -4.00
H 3.48 2.40 -5.79
H 4.15 -0.41 -4.89
H 3.24 0.08 -6.35
H 2.05 -1.96 -5.02
H 1.04 -1.56 -3.70
H 4.06 -1.81 -3.36
H 2.80 -2.72 -2.65
H 2.99 -0.93 -2.21
H -0.98 1.83 -6.01
H -3.18 2.46 -4.78
H -3.40 1.72 -2.39
H 0.38 0.02 -2.33
Br -3.42 7.10 -1.49
C -2.84 5.42 -0.94
C -1.56 5.05 -1.32
C -1.03 3.83 -0.89
N -1.78 3.02 -0.17
C -3.04 3.32 0.11
C -3.59 4.58 -0.13
H -0.96 5.80 -1.85
H 0.04 3.59 -1.01
H -3.60 2.55 0.61
H -4.58 4.80 0.26
O -0.74 -1.62 0.09
C -0.87 -2.89 0.07
C 0.27 -3.81 -0.23
C 0.74 -4.57 0.96
C -0.07 -5.75 1.39
C -1.50 -5.35 1.72
C -2.36 -4.80 0.59
N -2.11 -3.40 0.30
H 1.05 -3.11 -0.55
H 0.01 -4.48 -1.09
H 0.85 -3.91 1.85
H 1.79 -4.79 0.86
H 0.36 -6.20 2.24
H -0.03 -6.52 0.60
H -1.50 -4.60 2.51
H -2.05 -6.25 2.12
H -3.44 -4.83 0.97
H -2.31 -5.36 -0.35
H -2.64 -2.74 0.88
S 3.43 -0.97 1.34
P 2.94 0.98 1.58
S 1.06 1.47 1.21
C 3.45 1.28 3.31
C 2.54 0.83 4.27
C 2.90 0.77 5.63
C 4.20 1.18 5.95
C 5.11 1.71 5.02
C 4.74 1.78 3.70
C 3.97 2.03 0.57
C 4.02 3.38 0.94
C 4.83 4.25 0.24
C 5.54 3.78 -0.87
C 5.47 2.42 -1.27
C 4.69 1.52 -0.51
H 1.58 0.40 3.89
H 2.28 0.35 6.42
H 4.46 1.09 7.03
H 6.15 1.95 5.37
H 5.43 2.13 2.99
H 3.43 3.70 1.78
H 4.87 5.32 0.57
H 6.20 4.47 -1.44
H 5.95 2.03 -2.12
H 4.64 0.42 -0.71
*
```



Last place for stability: entry x



Entry w
A cluster of 7 separate species, H14O7 in total. Source: the Open Molecules 2025 dataset; level of theory: ωB97M-V/def2-TZVPD.

## Properties
HOMO-LUMO gap = 10.631 eV
SMILES = O.O.O.O.O.O.O
Molecular weight = 126.10 g mol⁻¹

ORCA input file:
```
! RIJCOSX wB97M-V def2-TZVPD def2/J DEFGRID3
* xyz 0 1
O -0.12 0.26 2.31
H -1.02 -0.02 2.08
H 0.05 -0.18 3.15
O -0.71 2.48 0.65
H -0.72 1.55 0.88
H -0.77 2.48 -0.31
O 2.27 -2.30 0.74
H 1.72 -1.52 0.60
H 2.45 -2.62 -0.15
O 3.31 0.68 -1.08
H 3.25 0.19 -0.25
H 4.24 0.89 -1.16
O 0.79 0.32 -1.50
H 1.69 0.05 -1.29
H 0.73 1.22 -1.17
O -4.04 -1.01 -0.90
H -4.23 -0.99 0.05
H -3.86 -0.09 -1.12
O -1.94 -0.23 -0.34
H -1.99 -0.63 -1.21
H -1.09 -0.53 0.01
*
```



Entry x
A cluster of 7 separate species, H14O7 in total. Source: the Open Molecules 2025 dataset; level of theory: ωB97M-V/def2-TZVPD.

## Properties
HOMO-LUMO gap = 10.149 eV
SMILES = O.O.O.O.O.O.O
Molecular weight = 126.10 g mol⁻¹

ORCA input file:
```
! RIJCOSX wB97M-V def2-TZVPD def2/J DEFGRID3
* xyz 0 1
O 0.63 0.80 1.61
H 1.14 0.41 2.34
H -0.23 0.30 1.70
O 3.29 -0.83 1.81
H 3.69 -0.57 2.62
H 3.57 -0.07 1.21
O 0.85 1.58 -1.21
H 0.18 1.49 -0.60
H 0.98 0.76 -1.70
O 2.59 -3.30 -0.96
H 3.37 -2.71 -0.93
H 1.85 -2.73 -0.80
O -3.41 0.39 0.45
H -4.24 0.90 0.63
H -3.56 0.14 -0.45
O -2.81 -1.90 -0.07
H -3.58 -2.33 -0.29
H -2.18 -2.64 0.03
O -0.57 3.45 -2.16
H -1.38 2.95 -1.82
H -0.18 3.90 -1.43
*
```



Entry y
A structure of composition H14O7. Source: the Open Molecules 2025 dataset; level of theory: ωB97M-V/def2-TZVPD.

## Properties
HOMO-LUMO gap = 8.585 eV
Molecular weight = 126.10 g mol⁻¹

ORCA input file:
```
! RIJCOSX wB97M-V def2-TZVPD def2/J DEFGRID3
* xyz 0 1
O 0.86 1.80 1.23
H 0.80 1.13 1.91
H 0.81 1.31 0.40
O 0.99 -1.36 1.60
H 0.33 -1.32 0.91
H 0.74 -2.11 2.13
O 0.10 1.39 -2.42
H -0.13 0.59 -1.93
H 0.03 1.14 -3.34
O 1.11 1.22 -0.66
H 1.09 1.15 -1.61
H 2.01 1.47 -0.46
O -1.12 0.47 2.44
H -1.17 -0.07 1.65
H -2.03 0.59 2.71
O -1.77 -2.27 -1.61
H -0.98 -2.48 -2.12
H -1.45 -2.18 -0.71
O -0.05 -0.20 0.34
H -0.73 -0.52 -0.24
H 0.58 0.24 -0.24
*
```



Entry z
A cluster of 7 separate species, H14O7 in total. Source: the Open Molecules 2025 dataset; level of theory: ωB97M-V/def2-TZVPD.

## Properties
HOMO-LUMO gap = 10.512 eV
SMILES = O.O.O.O.O.O.O
Molecular weight = 126.10 g mol⁻¹

ORCA input file:
```
! RIJCOSX wB97M-V def2-TZVPD def2/J DEFGRID3
* xyz 0 1
O -0.92 -0.69 0.07
H -0.71 0.18 -0.07
H -0.94 -0.93 -0.84
O 2.13 -1.64 -0.24
H 1.16 -1.53 0.13
H 2.28 -0.92 -0.83
O -5.54 1.39 0.63
H -6.21 1.57 1.30
H -4.76 1.16 1.16
O 3.18 1.70 -1.71
H 4.09 1.88 -1.71
H 2.69 2.52 -1.48
O 1.18 2.10 0.03
H 1.38 2.04 0.96
H 1.02 1.16 -0.29
O -2.15 -2.29 -2.00
H -2.55 -3.01 -1.58
H -2.51 -1.57 -1.45
O 2.41 -1.32 2.31
H 1.76 -0.71 2.55
H 3.00 -1.08 3.06
*
```



Last place for stability: entry y



Entry w
A structure of composition H14O7. Source: the Open Molecules 2025 dataset; level of theory: ωB97M-V/def2-TZVPD.

## Properties
HOMO-LUMO gap = 8.643 eV
Molecular weight = 126.10 g mol⁻¹

ORCA input file:
```
! RIJCOSX wB97M-V def2-TZVPD def2/J DEFGRID3
* xyz 0 1
O 0.15 -0.31 -0.15
H 0.59 0.12 0.59
H -0.31 0.40 -0.60
O -2.15 -0.21 -1.57
H -2.71 0.29 -0.97
H -1.49 0.42 -1.87
O 2.60 0.44 1.31
H 2.57 0.40 2.26
H 1.79 0.88 1.06
O 0.29 -2.25 -1.20
H 0.12 -1.31 -1.34
H -0.57 -2.66 -1.27
O -0.12 -0.95 2.52
H 0.28 -0.29 1.96
H -0.96 -1.15 2.11
O -0.55 1.04 -2.25
H 0.06 0.52 -2.79
H -1.09 1.51 -2.89
O 0.58 0.71 1.49
H 0.12 1.50 1.20
H 0.80 0.89 2.41
*
```



Entry x
A cluster of 7 separate species, H14O7 in total. Source: the Open Molecules 2025 dataset; level of theory: ωB97M-V/def2-TZVPD.

## Properties
HOMO-LUMO gap = 10.262 eV
SMILES = O.O.O.O.O.O.O
Molecular weight = 126.10 g mol⁻¹

ORCA input file:
```
! RIJCOSX wB97M-V def2-TZVPD def2/J DEFGRID3
* xyz 0 1
O -0.93 -1.31 2.90
H -0.81 -1.14 3.83
H -1.83 -1.17 2.74
O 0.74 -2.59 -1.61
H 1.03 -1.97 -0.96
H 0.55 -3.29 -0.96
O -1.07 1.43 2.08
H -1.28 1.09 1.21
H -1.34 0.67 2.58
O 1.40 2.40 0.22
H 1.63 3.12 0.79
H 0.46 2.55 0.14
O 1.03 0.86 -2.95
H 1.35 0.96 -2.06
H 1.38 0.03 -3.14
O -1.67 -0.70 -2.21
H -1.86 -0.57 -1.28
H -0.76 -0.46 -2.32
O 0.68 -0.20 0.02
H 0.35 -0.38 0.93
H 0.97 0.67 0.05
*
```



Last place for stability: entry w



Entry w
A cluster of 7 separate species, H14O7 in total. Source: the Open Molecules 2025 dataset; level of theory: ωB97M-V/def2-TZVPD.

## Properties
HOMO-LUMO gap = 11.443 eV
SMILES = O.O.O.O.O.O.O
Molecular weight = 126.10 g mol⁻¹

ORCA input file:
```
! RIJCOSX wB97M-V def2-TZVPD def2/J DEFGRID3
* xyz 0 1
O -3.25 -1.20 -0.31
H -2.49 -1.65 -0.69
H -3.08 -0.28 -0.67
O -2.54 1.72 -0.65
H -1.54 1.57 -0.69
H -2.72 2.60 -0.41
O -1.26 -0.48 1.60
H -2.01 -1.01 1.30
H -1.32 0.12 0.83
O 3.18 -0.99 -0.70
H 3.30 -1.14 0.28
H 2.18 -1.32 -0.76
O 2.81 1.49 0.50
H 3.26 2.00 -0.18
H 2.77 0.51 0.28
O 0.06 1.14 0.07
H 0.38 0.32 -0.33
H 0.85 1.49 0.44
O 0.78 -1.42 -0.07
H 0.45 -2.24 -0.46
H 0.17 -1.23 0.63
*
```



Entry x
A cluster of 7 separate species, H14O7 in total. Source: the Open Molecules 2025 dataset; level of theory: ωB97M-V/def2-TZVPD.

## Properties
HOMO-LUMO gap = 11.831 eV
SMILES = O.O.O.O.O.O.O
Molecular weight = 126.10 g mol⁻¹

ORCA input file:
```
! RIJCOSX wB97M-V def2-TZVPD def2/J DEFGRID3
* xyz 0 1
O 0.24 11.74 7.48
H 1.06 11.43 7.09
H -0.01 11.06 8.10
O 6.72 13.31 15.21
H 6.99 13.22 16.12
H 5.77 13.19 15.22
O 6.75 6.58 16.18
H 6.14 7.02 15.59
H 7.03 5.80 15.70
O 2.22 8.47 13.66
H 1.65 8.55 12.90
H 2.32 9.37 13.98
O 2.21 12.96 15.47
H 1.74 12.97 16.30
H 2.25 13.88 15.21
O 2.19 4.00 11.64
H 2.75 3.73 10.91
H 2.57 4.81 11.95
O -1.61 8.67 10.58
H -2.20 7.93 10.71
H -2.16 9.45 10.71
*
```



Last place for stability: entry x



Entry w
A cluster of 7 separate species, H14O7 in total. Source: the Open Molecules 2025 dataset; level of theory: ωB97M-V/def2-TZVPD.

## Properties
HOMO-LUMO gap = 9.621 eV
SMILES = O.O.O.O.O.O.O
Molecular weight = 126.10 g mol⁻¹

ORCA input file:
```
! RIJCOSX wB97M-V def2-TZVPD def2/J DEFGRID3
* xyz 0 1
O 20.20 8.43 -3.63
H 19.54 8.02 -3.03
H 20.49 9.21 -3.16
O 22.18 9.01 -5.92
H 21.44 8.59 -5.47
H 22.35 9.82 -5.41
O 20.85 5.62 -3.66
H 21.00 5.39 -2.74
H 20.31 6.43 -3.64
O 18.58 7.07 -1.75
H 19.24 7.09 -1.05
H 17.73 7.21 -1.30
O 20.08 11.88 -2.60
H 19.85 12.82 -2.55
H 20.43 11.66 -1.73
O 17.12 5.09 -3.20
H 16.48 5.58 -3.72
H 17.79 5.75 -2.94
O 22.25 11.50 -4.40
H 21.51 11.91 -3.91
H 22.81 12.23 -4.69
*
```



Entry x
A cluster of 7 separate species, H14O7 in total. Source: the Open Molecules 2025 dataset; level of theory: ωB97M-V/def2-TZVPD.

## Properties
HOMO-LUMO gap = 10.665 eV
SMILES = O.O.O.O.O.O.O
Molecular weight = 126.10 g mol⁻¹

ORCA input file:
```
! RIJCOSX wB97M-V def2-TZVPD def2/J DEFGRID3
* xyz 0 1
O -0.06 -1.99 0.15
H 0.26 -1.29 -0.44
H -0.93 -1.69 0.39
O 1.02 -0.65 -4.98
H 1.31 -1.43 -4.35
H 0.65 -1.04 -5.78
O 2.13 3.04 0.51
H 2.05 2.24 -0.01
H 1.88 3.71 -0.25
O -0.08 -3.07 2.21
H -0.45 -2.62 3.03
H 0.29 -2.35 1.71
O 3.72 0.95 1.36
H 4.39 1.53 1.01
H 3.99 -0.03 1.28
O -1.33 1.48 -1.19
H -0.73 2.23 -0.83
H -2.13 1.91 -1.26
O -5.24 -0.07 2.77
H -6.13 -0.51 2.57
H -4.60 -0.35 2.09
*
```



Entry y
A cluster of 7 separate species, H14O7 in total. Source: the Open Molecules 2025 dataset; level of theory: ωB97M-V/def2-TZVPD.

## Properties
HOMO-LUMO gap = 10.318 eV
SMILES = O.O.O.O.O.O.O
Molecular weight = 126.10 g mol⁻¹

ORCA input file:
```
! RIJCOSX wB97M-V def2-TZVPD def2/J DEFGRID3
* xyz 0 1
O 0.86 -1.61 1.13
H 1.03 -2.01 2.01
H 0.51 -0.76 1.34
O -1.39 -0.21 -1.11
H -1.81 -0.84 -1.71
H -0.86 -0.85 -0.51
O -0.80 1.92 -1.78
H -1.42 1.22 -2.01
H -0.86 2.03 -0.81
O -0.06 -3.71 0.73
H -0.31 -2.82 0.98
H -0.39 -4.35 1.39
O 4.77 -0.12 -1.26
H 4.37 -0.94 -1.57
H 5.41 0.13 -1.93
O -4.07 0.29 -0.03
H -3.27 -0.21 -0.16
H -4.24 0.61 -0.96
O 1.09 3.84 1.89
H 1.04 4.81 1.86
H 0.40 3.57 2.49
*
```



Entry z
A cluster of 7 separate species, H14O7 in total. Source: the Open Molecules 2025 dataset; level of theory: ωB97M-V/def2-TZVPD.

## Properties
HOMO-LUMO gap = 11.021 eV
SMILES = O.O.O.O.O.O.O
Molecular weight = 126.10 g mol⁻¹

ORCA input file:
```
! RIJCOSX wB97M-V def2-TZVPD def2/J DEFGRID3
* xyz 0 1
O 0.32 0.61 -0.73
H -0.34 0.85 -1.36
H 0.02 -0.26 -0.33
O 1.65 4.18 0.08
H 2.08 3.60 -0.66
H 1.41 5.02 -0.28
O -3.12 -2.31 0.35
H -2.67 -1.97 1.21
H -2.76 -3.16 0.09
O -4.44 0.89 -0.67
H -3.53 0.69 -0.70
H -4.84 0.08 -0.99
O 4.55 -0.97 0.20
H 5.53 -0.65 0.06
H 4.23 -0.86 -0.69
O -1.22 0.92 1.61
H -0.47 0.74 2.20
H -1.11 1.84 1.43
O 1.91 -2.98 -0.17
H 1.45 -3.75 0.22
H 1.34 -2.55 -0.88
*
```



Last place for stability: entry y